No. 1
ORCA calculation (ωB97M-V with the def2-TZVPD basis set) on a cluster of 10 separate species, C66H73NO5 in total.

The geometry in XYZ format:
```
145
Properties=species:S:1:pos:R:3:mulliken_charge:R:1
C 3.777 0.421 1.109 -1.099
C 3.761 0.301 -0.414 -0.351
C 3.504 -1.125 -0.927 -0.758
C 2.590 -1.964 -0.051 -0.427
N 2.320 -3.247 -0.704 -0.312
C 1.089 -3.902 -0.336 1.139
C -0.099 -3.262 -1.086 -0.811
C -1.469 -3.508 -0.532 0.236
O -1.831 -4.450 0.089 -0.501
O -2.365 -2.493 -0.880 -0.152
C -2.406 -1.410 0.012 0.731
C -3.285 -1.632 1.207 -1.184
O -1.803 -0.420 -0.237 -0.504
C 0.911 -4.017 1.195 -0.816
C 1.035 -5.513 1.472 -0.275
C 0.759 -6.147 0.139 0.335
O 0.319 -7.217 -0.129 -0.601
O 1.159 -5.262 -0.825 -0.508
H 4.208 1.362 1.450 0.373
H 4.393 -0.373 1.544 0.145
H 2.774 0.317 1.526 0.338
H 2.993 0.963 -0.819 0.349
H 4.719 0.651 -0.798 0.174
H 4.452 -1.648 -1.082 0.330
H 3.037 -1.052 -1.916 0.380
H 3.064 -2.146 0.914 0.276
H 1.669 -1.393 0.154 0.262
H 2.316 -3.094 -1.708 0.378
H -0.112 -3.712 -2.085 0.341
H 0.047 -2.190 -1.223 0.397
H -4.111 -0.923 1.140 0.382
H -2.721 -1.397 2.110 0.333
H -3.675 -2.644 1.242 0.326
H -0.055 -3.644 1.526 0.230
H 1.667 -3.465 1.744 0.421
H 2.075 -5.749 1.711 0.322
H 0.429 -5.904 2.283 0.100
C -5.809 -2.600 -3.580 -0.638
C -4.528 -2.125 -3.333 -0.348
C -4.152 -0.872 -3.796 -0.510
C -5.056 -0.095 -4.507 -0.096
C -6.336 -0.571 -4.756 -0.293
C -6.713 -1.824 -4.293 -0.415
H -6.102 -3.577 -3.218 0.385
H -3.823 -2.728 -2.777 0.486
H -3.152 -0.502 -3.604 0.425
H -4.760 0.881 -4.870 0.218
H -7.041 0.034 -5.314 0.387
H -7.711 -2.196 -4.488 0.374
C 6.951 -0.507 5.842 -0.325
C 5.795 -1.138 5.403 -0.541
C 5.777 -1.764 4.164 -0.212
C 6.912 -1.759 3.365 -0.395
C 8.067 -1.127 3.804 -0.400
C 8.086 -0.501 5.043 -0.457
H 6.967 -0.019 6.808 0.375
H 4.909 -1.140 6.024 0.371
H 4.874 -2.251 3.817 0.419
H 6.895 -2.247 2.398 0.391
H 8.953 -1.124 3.182 0.390
H 8.986 -0.008 5.386 0.381
C -1.215 -7.919 4.069 -0.409
C -1.934 -7.051 4.881 -0.473
C -1.974 -7.256 6.253 -0.423
C -1.293 -8.328 6.815 -0.501
C -0.573 -9.194 6.003 -0.349
C -0.535 -8.991 4.630 -0.519
H -1.188 -7.762 2.998 0.587
H -2.465 -6.216 4.442 0.422
H -2.541 -6.585 6.886 0.472
H -1.325 -8.487 7.885 0.433
H -0.042 -10.030 6.441 0.380
H 0.023 -9.667 3.996 0.385
C -2.951 4.927 -5.739 -0.553
C -3.797 3.889 -5.373 -0.449
C -5.153 3.960 -5.665 -0.071
C -5.662 5.068 -6.328 -0.553
C -4.815 6.104 -6.697 -0.417
C -3.460 6.034 -6.403 -0.404
H -1.895 4.870 -5.509 0.411
H -3.398 3.022 -4.862 0.447
H -5.813 3.151 -5.377 0.354
H -6.720 5.127 -6.553 0.389
H -5.213 6.971 -7.210 0.426
H -2.802 6.846 -6.686 0.417
C 6.987 4.875 0.416 -0.268
C 7.113 4.389 -0.878 -0.534
C 7.173 3.021 -1.103 -0.365
C 7.108 2.139 -0.033 -0.482
C 6.982 2.624 1.262 -0.367
C 6.922 3.993 1.486 -0.631
H 6.941 5.942 0.594 0.476
H 7.162 5.078 -1.712 0.368
H 7.271 2.642 -2.112 0.390
H 7.154 1.071 -0.210 0.471
H 6.925 1.936 2.097 0.524
H 6.823 4.373 2.495 0.427
C 8.915 10.054 3.028 -0.382
C 9.046 9.570 1.734 -0.366
C 9.107 8.202 1.508 -0.456
C 9.034 7.318 2.576 -0.265
C 8.902 7.802 3.870 -0.443
C 8.843 9.171 4.096 -0.360
H 8.869 11.121 3.204 0.354
H 9.102 10.260 0.901 0.359
H 9.213 7.823 0.499 0.397
H 9.080 6.251 2.397 0.443
H 8.844 7.113 4.703 0.361
H 8.742 9.549 5.105 0.358
C -2.168 1.646 -8.852 -0.550
C -3.273 1.418 -8.043 -0.211
C -3.689 0.119 -7.786 -0.291
C -2.998 -0.954 -8.333 -0.550
C -1.895 -0.725 -9.144 -0.382
C -1.481 0.574 -9.404 -0.370
H -1.845 2.660 -9.051 0.385
H -3.810 2.251 -7.609 0.440
H -4.552 -0.058 -7.158 0.424
H -3.320 -1.967 -8.126 0.388
H -1.355 -1.561 -9.572 0.365
H -0.621 0.751 -10.038 0.365
C -6.586 -7.418 7.228 -0.440
C -5.402 -8.079 6.936 -0.326
C -4.941 -9.084 7.776 -0.338
C -5.667 -9.428 8.908 -0.453
C -6.852 -8.767 9.201 -0.374
C -7.311 -7.761 8.362 -0.364
H -6.945 -6.634 6.573 0.360
H -4.835 -7.816 6.052 0.442
H -4.015 -9.595 7.544 0.418
H -5.309 -10.213 9.562 0.360
H -7.418 -9.036 10.083 0.357
H -8.235 -7.245 8.591 0.357
C -6.402 10.248 -2.314 -0.441
C -6.215 10.270 -3.689 -0.417
C -5.989 9.086 -4.377 -0.378
C -5.952 7.879 -3.692 0.183
C -6.139 7.858 -2.317 -0.583
C -6.363 9.042 -1.628 -0.335
H -6.578 11.171 -1.777 0.355
H -6.246 11.210 -4.224 0.360
H -5.840 9.103 -5.449 0.315
H -5.774 6.957 -4.230 0.215
H -6.109 6.917 -1.782 0.365
H -6.507 9.025 -0.555 0.363
```

Computed properties:
Total charge: 0
SMILES string: CCCCN[C@]1(CC(=O)OC(C)=O)CCC(=O)O1.c1ccccc1.c1ccccc1.c1ccccc1.c1ccccc1.c1ccccc1.c1ccccc1.c1ccccc1.c1ccccc1.c1ccccc1
Energy relative to the best compared isomer or geometry (same formula, charge and spin) in kcal per mole: 0.0
E in eV: -81353.78555
2S+1: 1


No. 2
ORCA calculation (ωB97M-V with the def2-TZVPD basis set) on a cluster of 14 separate species, C66H74N10O12 in total.

The geometry in XYZ format:
```
162
Properties=species:S:1:pos:R:3:mulliken_charge:R:1
N -4.816 -3.160 5.339 -0.579
C -3.699 -3.673 4.868 -0.710
C -2.795 -2.869 4.149 -0.262
C -3.179 -1.566 3.816 0.330
C -4.361 -1.100 4.348 -0.189
C -5.155 -1.903 5.094 -0.532
H -3.564 -4.725 5.155 0.536
H -1.808 -3.259 3.805 0.268
H -2.536 -0.951 3.170 0.634
H -4.642 -0.006 4.311 -0.021
H -6.100 -1.624 5.548 0.370
N -0.669 -5.370 -2.226 -0.487
C 0.562 -5.232 -2.759 -0.643
C 1.005 -4.248 -3.536 -0.325
C 0.174 -3.143 -3.728 -0.394
C -0.996 -3.152 -3.067 0.052
C -1.396 -4.276 -2.290 -0.040
H 1.134 -6.169 -2.614 0.397
H 2.039 -4.216 -3.957 0.335
H 0.502 -2.285 -4.288 0.749
H -1.692 -2.338 -3.144 0.299
H -2.403 -4.191 -1.821 0.120
N 2.150 -5.149 3.764 -0.654
C 1.862 -3.868 3.556 -0.638
C 0.745 -3.462 2.760 0.061
C -0.121 -4.363 2.253 0.317
C 0.136 -5.700 2.549 -1.098
C 1.209 -6.024 3.324 -0.300
H 2.539 -3.146 3.806 0.575
H 0.676 -2.403 2.774 -0.053
H -1.007 -4.032 1.712 1.025
H -0.591 -6.432 2.251 0.417
H 1.358 -7.107 3.536 0.329
N 1.126 7.496 -2.148 -0.556
C 0.025 7.815 -2.823 -0.327
C -0.575 6.952 -3.781 -0.688
C 0.086 5.742 -4.038 0.077
C 1.317 5.548 -3.443 -0.249
C 1.761 6.385 -2.433 -0.340
H -0.602 8.619 -2.360 0.334
H -1.547 7.103 -4.139 0.431
H -0.341 5.028 -4.737 0.412
H 1.915 4.715 -3.785 0.356
H 2.685 6.185 -1.900 0.531
N 4.591 2.615 0.422 -0.273
C 5.376 1.755 1.086 -0.188
C 6.453 1.112 0.527 -0.564
C 6.885 1.460 -0.727 -0.358
C 6.149 2.383 -1.484 -0.697
C 4.959 2.822 -0.857 -0.021
H 5.162 1.626 2.158 0.493
H 6.990 0.444 1.164 0.508
H 7.759 1.010 -1.135 0.419
H 6.275 2.631 -2.605 0.301
H 4.358 3.516 -1.408 0.405
N 5.019 -3.403 -0.698 -0.589
C 4.606 -2.184 -0.389 -0.243
C 3.315 -1.854 -0.150 0.830
C 2.341 -2.843 -0.239 0.791
C 2.723 -4.142 -0.564 -1.003
C 4.107 -4.371 -0.820 -0.957
H 5.332 -1.370 -0.210 0.090
H 3.067 -0.807 -0.123 -0.505
H 1.301 -2.703 0.004 0.288
H 1.994 -4.916 -0.596 0.765
H 4.519 -5.322 -1.203 0.304
N 4.461 0.740 -4.741 -0.567
C 5.262 -0.307 -4.906 -0.494
C 5.035 -1.532 -4.293 -0.764
C 3.950 -1.733 -3.511 -0.453
C 3.071 -0.611 -3.314 0.834
C 3.362 0.546 -3.998 -0.991
H 6.049 -0.298 -5.695 0.334
H 5.797 -2.275 -4.399 0.438
H 3.757 -2.606 -2.942 0.613
H 2.108 -0.574 -2.764 0.469
H 2.671 1.401 -3.891 0.592
N -4.630 -4.807 -0.377 -0.501
C -3.928 -5.867 0.043 -0.458
C -3.848 -6.131 1.409 -0.328
C -4.643 -5.454 2.308 -0.441
C -5.352 -4.314 1.842 -0.432
C -5.297 -4.109 0.508 -0.189
H -3.584 -6.525 -0.723 0.490
H -3.354 -7.025 1.753 0.517
H -4.708 -5.775 3.339 0.520
H -6.016 -3.766 2.521 0.388
H -5.871 -3.286 -0.034 0.451
N 3.284 -0.482 2.778 1.043
C 2.483 -0.074 3.714 -0.616
C 2.976 0.039 5.025 -0.846
C 4.266 -0.429 5.315 -0.754
C 5.067 -0.904 4.303 -0.795
C 4.458 -0.952 3.052 -0.257
H 1.512 0.288 3.472 0.475
H 2.252 0.418 5.756 0.440
H 4.681 -0.256 6.255 0.480
H 6.089 -1.147 4.535 0.479
H 5.066 -1.386 2.292 0.261
N -0.901 5.863 2.385 -0.429
C -0.372 6.667 1.450 -0.492
C 0.855 6.553 0.849 -0.436
C 1.677 5.471 1.161 -0.259
C 1.223 4.726 2.265 -0.365
C -0.040 4.969 2.813 -0.242
H -1.095 7.497 1.207 0.343
H 1.122 7.242 0.068 0.621
H 2.629 5.283 0.685 0.520
H 1.819 3.909 2.654 0.420
H -0.413 4.424 3.695 0.254
C -0.489 2.985 -0.469 -0.683
C 0.146 1.586 -0.673 0.930
C 1.147 1.152 0.444 0.396
O 0.743 -0.230 0.753 0.930
C -0.456 -0.404 0.282 -0.148
O -1.078 -1.438 0.448 -0.331
O -0.860 0.565 -0.528 0.088
H -0.910 3.186 0.556 -0.422
H -1.309 3.128 -1.186 0.474
H 0.273 3.745 -0.679 0.190
H 0.458 1.475 -1.705 -0.187
H 0.919 1.715 1.353 -0.391
H 2.210 1.149 0.088 -0.300
C -5.156 -0.038 0.333 -1.212
C -4.001 0.140 -0.592 2.057
C -3.740 -1.108 -1.492 0.472
O -3.327 -0.498 -2.744 -0.092
C -3.718 0.837 -2.771 0.377
O -3.521 1.561 -3.667 -0.500
O -4.219 1.215 -1.618 -0.517
H -6.049 -0.288 -0.221 0.468
H -5.223 0.882 1.004 0.145
H -4.954 -0.935 0.973 0.101
H -3.109 0.334 -0.002 -1.065
H -4.646 -1.793 -1.534 0.137
H -2.927 -1.687 -1.032 -0.529
C -2.795 -0.491 -6.135 -1.184
C -1.555 0.296 -6.430 0.356
C -1.854 1.811 -6.482 -0.466
O -0.738 2.371 -5.785 -0.313
C -0.258 1.406 -5.023 0.192
O 0.523 1.571 -4.118 -0.326
O -0.631 0.182 -5.366 -0.170
H -2.606 -1.513 -5.705 0.199
H -3.348 -0.592 -7.074 0.452
H -3.433 -0.067 -5.369 0.147
H -1.032 -0.070 -7.311 0.403
H -2.766 2.012 -5.994 0.234
H -1.824 2.212 -7.505 0.373
C -3.146 3.779 5.733 -1.496
C -3.565 2.998 4.479 0.579
C -3.525 3.811 3.226 -0.501
O -3.087 2.931 2.235 -0.301
C -2.300 2.003 2.849 0.520
O -1.463 1.316 2.316 -0.145
O -2.509 2.009 4.208 -0.354
H -3.821 4.563 5.909 0.471
H -2.126 4.286 5.611 0.232
H -3.137 3.229 6.676 0.368
H -4.533 2.513 4.650 0.267
H -2.840 4.660 3.264 0.137
H -4.458 4.217 2.932 0.398
```

Computed properties:
Total charge: 0
Energy relative to the best compared isomer or geometry (same formula, charge and spin) in kcal per mole: 29.4
E in eV: -109110.56487
2S+1: 1


What gap between HOMO and LUMO values result from the calculations? In sequence: 9.582; 9.469 eV.